2 unconnected molecules or ions with the total composition C3H10S2. Source: OMol25; level of theory: the ωB97M-V functional and the def2-TZVPD basis.

Geometry as XYZ:
```
15
Properties=species:S:1:pos:R:3:lowdin_charge:R:1
S 1.03 -1.17 -0.53 0.718
S 0.06 1.61 2.73 0.614
C 0.66 -2.00 -2.08 -0.456
C -0.69 -1.09 0.12 -0.433
C -0.17 2.61 1.21 -0.460
H -0.74 -0.47 1.01 -0.028
H 0.65 2.46 0.51 0.028
H 1.36 1.38 2.52 -0.160
H -0.39 -2.03 -2.38 0.036
H -1.27 -0.54 -0.63 0.027
H -1.04 2.17 0.72 0.011
H 1.11 -1.52 -2.94 0.028
H -0.32 3.65 1.47 0.015
H -1.21 -2.03 0.26 0.038
H 0.95 -3.04 -2.00 0.023
```

Calculated values
- Energy above the lowest of the compared OMol25 structures with the same formula, charge and spin: 0.625 eV
- Electronic energy: -916.64098 hartree
- Maximum force: 1.02 eV/A
- SMILES string: CSC.CS
- LUMO: 0.88 eV



2 unconnected molecules or ions with the total composition CH4NOS. Source: OMol25; level of theory: the ωB97M-V functional and the def2-TZVPD basis.

Geometry as XYZ:
```
8
Properties=species:S:1:pos:R:3:lowdin_charge:R:1
S -1.00 1.16 0.09 0.168
O 2.31 1.14 0.42 -0.092
N -0.60 -0.45 0.32 -0.641
C -1.31 -1.35 -0.23 -0.360
H 1.42 1.25 0.58 -0.140
H -2.26 -1.06 -0.78 0.020
H 2.59 1.78 -0.23 0.009
H -1.15 -2.48 -0.19 0.036
```

Calculated values
- Energy above the lowest of the compared OMol25 structures with the same formula, charge and spin: 1.861 eV
- Net charge: -1
- Electronic energy: -568.68234 hartree
- Maximum force: 3.78 eV/A
- LUMO: 4.33 eV



A molecular structure, C50H48N3O4SnTe. Source: OMol25; level of theory: the ωB97M-V functional and the def2-TZVPD basis.

Geometry as XYZ:
```
107
Properties=species:S:1:pos:R:3:lowdin_charge:R:1
Te -2.64 -0.50 1.82 1.437
Sn 0.89 -0.54 -0.76 1.554
O 0.92 -2.00 -3.14 -0.188
O 0.00 -0.08 1.70 -0.394
O 3.53 0.57 3.84 0.059
O 2.64 0.96 -0.67 -0.247
N 1.11 -3.32 -0.71 -0.032
N 2.97 -1.67 0.60 -0.007
N -1.25 1.17 -0.45 -0.009
C -1.28 2.06 0.46 -0.286
C -2.74 3.87 -0.41 -0.029
C -0.19 0.18 -5.64 -0.071
C -5.54 0.66 1.67 -0.143
C -0.39 -5.64 -4.66 -0.110
C -4.82 -0.52 1.58 -0.500
C 4.04 -1.10 0.99 -0.130
C 2.82 -3.07 0.92 -0.224
C -4.24 5.09 1.01 -0.097
C 4.47 0.24 0.74 -0.151
C 2.30 -3.24 4.58 -0.098
C -6.88 0.72 1.31 -0.101
C 0.06 -2.40 4.75 -0.080
C -2.96 3.27 1.90 -0.057
C -5.49 -1.66 1.13 -0.167
C -3.66 4.89 -0.23 -0.084
C 0.12 -3.32 -4.98 -0.001
C 0.34 -4.30 -2.78 -0.123
C 1.52 3.74 2.28 -0.273
C 3.77 1.17 -0.08 -0.372
C -2.47 0.65 -0.99 -0.312
C 0.47 1.10 1.93 -0.377
C -0.27 -4.53 -5.49 -0.086
C -0.09 -5.51 -3.33 -0.058
C -3.89 4.27 2.08 -0.087
C 0.18 1.62 -3.68 -0.079
C 2.04 0.18 -4.46 -0.047
C 0.53 0.25 -4.28 -0.625
C 0.06 -0.82 -3.28 -0.262
C -2.64 -0.71 -0.32 -0.422
C -0.11 2.25 1.31 -0.108
C 2.10 2.64 2.88 0.024
C 0.38 3.53 1.52 0.028
C 2.71 -2.02 4.08 -0.054
C 5.70 0.62 1.31 -0.066
C 0.97 -3.43 4.92 -0.097
C 2.13 5.11 2.40 -0.060
C -6.82 -1.60 0.77 -0.106
C 1.80 -0.98 3.89 -0.130
C 4.39 2.43 -0.28 -0.027
C 1.59 1.35 2.77 -0.066
C 6.26 1.85 1.11 -0.122
C -7.53 -0.41 0.85 -0.110
C 0.46 -3.16 -3.63 -0.235
C 0.47 -1.18 4.25 -0.032
C -2.38 3.05 0.66 -0.193
C 2.38 0.33 3.49 -0.302
C 1.37 -3.50 0.68 -0.244
C 5.59 2.76 0.30 -0.107
C 0.59 -4.28 -1.37 -0.109
H 3.10 -3.28 1.97 0.090
H 1.22 -4.54 1.01 0.115
H -1.81 -1.35 -0.61 0.013
H -4.96 5.89 1.16 0.095
H -4.34 4.43 3.05 0.102
H 3.03 -4.03 4.70 0.100
H 1.41 5.83 2.79 0.071
H 6.02 3.74 0.13 0.093
H -4.95 -2.59 1.06 0.092
H 7.20 2.11 1.57 0.087
H 2.52 0.26 -3.49 0.072
H 2.39 0.99 -5.10 0.083
H -2.29 3.73 -1.38 0.120
H -8.57 -0.37 0.56 0.094
H -0.89 1.68 -3.48 0.067
H 0.13 -0.67 -6.23 0.053
H 3.88 3.13 -0.92 0.107
H -2.68 2.63 2.73 0.102
H -0.94 -1.18 -3.57 0.091
H 0.00 1.09 -6.22 0.072
H 0.44 2.43 -4.36 0.077
H -3.91 5.54 -1.05 0.099
H -1.27 0.11 -5.48 0.079
H 0.23 -2.47 -5.63 0.089
H 3.47 -3.66 0.26 0.123
H -7.31 -2.50 0.41 0.095
H -0.97 -2.56 5.01 0.098
H 3.00 5.08 3.05 0.070
H 0.72 -2.84 1.27 0.105
H 0.66 -4.38 5.33 0.095
H 2.34 -0.77 -4.90 0.078
H 4.77 -1.69 1.58 0.126
H 3.00 2.77 3.47 0.121
H -0.47 -4.62 -6.56 0.099
H 0.71 1.76 -2.74 0.059
H 0.28 -5.20 -0.84 0.122
H -3.35 1.28 -0.77 0.111
H -0.73 -6.59 -5.07 0.092
H -0.25 -0.38 4.14 0.099
H -0.17 -6.37 -2.67 0.104
H 3.74 -1.82 3.85 0.108
H -7.41 1.66 1.37 0.097
H -3.58 -1.18 -0.60 0.048
H -5.04 1.56 2.00 0.070
H -0.10 4.36 1.02 0.129
H -2.36 0.51 -2.07 0.101
H 2.45 5.45 1.41 0.074
H 6.21 -0.09 1.94 0.105
```

Calculated values
- Energy above the lowest of the compared OMol25 structures with the same formula, charge and spin: 0.721 eV
- Net charge: -1
- Electronic energy: -2881.65454 hartree
- Maximum force: 1.30 eV/A
- LUMO: 2.25 eV